ORCA calculation (ωB97M-V with the def2-TZVPD basis set) on a 2-piece molecular cluster, C24H24N2O3 overall at a distorted geometry.

## Properties
- Orbital gap: 0.330 Ha
- Calculated total energy: -1264.21672 Eh
- F_max: 1.8 eV/A
- M: 388.47 g mol⁻¹
- HOMO energy: -8.388 eV
- Structure (SMILES): CNC(=O)[C@H](Cc1ccccc1)NC(C)=O.c1ccc2c(c1)oc1ccccc12
- Energy relative to the best compared isomer or geometry (same formula, charge and spin): 37.0 kcal per mole

```
! RIJCOSX wB97M-V def2-TZVPD def2/J DEFGRID3
* xyz 0 1
C 4.501 -4.867 -0.298
N 4.458 -3.509 0.245
C 3.550 -2.532 0.093
O 3.880 -1.424 0.498
C 2.152 -2.728 -0.568
C 1.037 -1.864 0.067
C -0.092 -1.472 -0.881
C -0.980 -2.433 -1.407
C -1.993 -2.051 -2.306
C -2.139 -0.701 -2.671
C -1.271 0.265 -2.134
C -0.250 -0.120 -1.247
N 1.662 -4.114 -0.633
C 1.616 -4.852 -1.741
C 0.974 -6.213 -1.613
O 2.073 -4.490 -2.814
H 5.501 -5.282 -0.165
H 3.786 -5.509 0.220
H 4.283 -4.851 -1.369
H 5.290 -3.192 0.718
H 2.285 -2.363 -1.588
H 1.471 -0.942 0.452
H 0.615 -2.388 0.925
H -0.887 -3.471 -1.129
H -2.661 -2.794 -2.717
H -2.916 -0.408 -3.362
H -1.383 1.305 -2.406
H 0.420 0.630 -0.851
H 1.279 -4.507 0.210
H 1.532 -6.814 -0.898
H -0.054 -6.096 -1.279
H 0.985 -6.699 -2.588
C -3.568 2.259 -0.246
C -3.822 3.577 -0.668
C -3.199 4.658 -0.026
C -2.333 4.378 1.034
C -2.073 3.087 1.468
C -2.691 2.012 0.823
O -1.190 3.096 2.523
C -0.882 4.416 2.758
C -0.030 4.984 3.709
C 0.127 6.380 3.751
C -0.566 7.201 2.843
C -1.420 6.633 1.885
C -1.556 5.243 1.872
H -4.048 1.425 -0.751
H -4.500 3.759 -1.496
H -3.381 5.680 -0.342
H -2.484 0.999 1.149
H 0.502 4.341 4.401
H 0.788 6.827 4.489
H -0.438 8.278 2.881
H -1.959 7.253 1.176
*
```

These are the Löwdin partial charges, in e, on atoms 1 to 4: C -0.065; N 0.032; C -0.434; O 0.039

=====

ORCA calculation (ωB97M-V with the def2-TZVPD basis set) on C24H24N4O2Se4Ti as an isolated structure at a distorted geometry.

## Properties
- Orbital gap (spin up / spin down): 0.173 / 0.239 Ha
- Calculated total energy: -11753.77794 Eh
- F_max: 1.5 eV/A
- M: 764.19 g mol⁻¹
- HOMO energy (spin up / spin down): -0.378 / -2.193 eV
- <S²>: 2.053

```
! RIJCOSX wB97M-V def2-TZVPD def2/J DEFGRID3
* xyz -2 3
Ti -1.196 0.799 0.883
O 3.245 4.221 -3.399
N 3.737 3.810 -2.307
O 4.969 3.952 -2.062
C 2.927 3.188 -1.358
C 3.533 2.766 -0.172
C 2.817 2.121 0.850
C 3.382 1.736 2.081
C 2.560 1.152 3.058
C 1.237 0.918 2.804
N 0.658 1.206 1.598
C 1.437 1.843 0.646
C 0.798 2.292 -0.512
N -0.571 2.057 -0.570
C -1.267 2.544 -1.617
C -0.662 3.228 -2.633
C 0.727 3.446 -2.617
C 1.493 2.996 -1.549
H 4.585 2.963 -0.048
H 4.433 1.927 2.267
H 2.955 0.885 4.030
H 0.589 0.485 3.548
H -2.326 2.347 -1.609
H -1.265 3.594 -3.454
H 1.209 3.976 -3.418
Se -3.743 0.559 0.089
Se -4.854 2.352 1.095
Se -4.119 2.064 3.295
Se -1.823 2.345 3.007
C -2.296 -1.574 2.772
C -1.346 -2.724 2.433
C 0.061 -2.475 2.998
C -1.244 -3.089 0.955
C -1.337 -4.437 0.619
C -1.134 -4.887 -0.676
C -0.816 -3.951 -1.648
C -0.727 -2.590 -1.372
C -0.383 -1.661 -2.528
C 0.875 -0.819 -2.271
C -1.572 -0.789 -2.953
C -0.962 -2.127 -0.050
N -0.893 -0.781 0.250
H -2.439 -1.475 3.851
H -3.263 -1.691 2.289
H -1.889 -0.637 2.416
H -1.745 -3.612 2.931
H 0.563 -1.694 2.428
H 0.668 -3.383 2.931
H 0.019 -2.161 4.048
H -1.564 -5.150 1.407
H -1.210 -5.941 -0.919
H -0.638 -4.280 -2.668
H -0.157 -2.323 -3.368
H 0.786 -0.261 -1.343
H 1.030 -0.100 -3.081
H 1.763 -1.456 -2.202
H -1.822 -0.075 -2.174
H -2.460 -1.401 -3.140
H -1.332 -0.229 -3.863
*
```

These are the Löwdin partial charges, in e, on atoms 1 to 4: Ti 0.439; O -0.092; N -0.395; O -0.093

=====

ORCA calculation (ωB97M-V with the def2-TZVPD basis set) on one molecule with the formula C24H24N4OS.

## Properties
- Orbital gap: 0.308 Ha
- Calculated total energy: -1621.41058 Eh
- F_max: 0.7 eV/A
- M: 416.55 g mol⁻¹
- HOMO energy: -7.730 eV
- Structure (SMILES): COc1ccccc1N1CCN(c2ncnc3sc(C)c(-c4ccccc4)c23)CC1
- Energy relative to the best compared isomer or geometry (same formula, charge and spin): 34.3 kcal per mole

```
! RIJCOSX wB97M-V def2-TZVPD def2/J DEFGRID3
* xyz 0 1
C -4.309 -4.193 0.957
O -3.288 -3.228 1.004
C -3.633 -1.916 1.189
C -4.939 -1.473 1.314
C -5.216 -0.131 1.530
C -4.182 0.778 1.610
C -2.873 0.348 1.470
C -2.565 -0.993 1.269
N -1.254 -1.477 1.179
C -0.171 -0.704 1.744
C 0.633 0.008 0.651
N 1.274 -0.992 -0.181
C 2.606 -0.981 -0.426
N 3.193 -2.177 -0.551
C 4.509 -2.239 -0.608
N 5.352 -1.234 -0.505
C 4.777 -0.039 -0.511
S 5.682 1.441 -0.513
C 4.211 2.365 -0.721
C 4.318 3.838 -0.905
C 3.092 1.588 -0.741
C 1.765 2.098 -1.109
C 1.076 1.489 -2.155
C -0.170 1.951 -2.535
C -0.745 3.026 -1.876
C -0.063 3.641 -0.839
C 1.186 3.184 -0.459
C 3.392 0.195 -0.563
C 0.609 -2.286 -0.203
C -0.896 -2.105 -0.089
H -3.802 -5.148 0.824
H -4.885 -4.219 1.887
H -4.987 -4.025 0.113
H -5.760 -2.171 1.261
H -6.241 0.191 1.635
H -4.386 1.826 1.769
H -2.082 1.081 1.509
H 0.494 -1.387 2.288
H -0.560 0.013 2.465
H -0.050 0.623 0.055
H 1.390 0.656 1.096
H 4.939 -3.226 -0.707
H 4.401 4.341 0.060
H 3.440 4.221 -1.421
H 5.208 4.079 -1.481
H 1.526 0.652 -2.670
H -0.696 1.471 -3.348
H -1.721 3.382 -2.170
H -0.507 4.480 -0.324
H 1.707 3.654 0.362
H 0.856 -2.772 -1.149
H 0.979 -2.932 0.602
H -1.383 -3.081 -0.150
H -1.246 -1.493 -0.935
*
```

These are the Löwdin partial charges, in e, on atoms 1 to 4: C -0.083; O -0.102; C -0.201; C -0.028

=====

ORCA calculation (ωB97M-V with the def2-TZVPD basis set) on C24H25AsCl2N4O2Sc as an isolated structure at a distorted geometry.

## Properties
- Orbital gap: 0.215 Ha
- Calculated total energy: -5215.76439 Eh
- F_max: 4.2 eV/A
- M: 592.27 g mol⁻¹
- HOMO energy: -10.111 eV
- Energy relative to the best compared isomer or geometry (same formula, charge and spin): 22.4 kcal per mole

```
! RIJCOSX wB97M-V def2-TZVPD def2/J DEFGRID3
* xyz 1 1
Sc -0.663 -0.987 1.206
Cl -2.337 -4.921 6.905
C -1.778 -3.712 5.776
C -1.918 -3.836 4.413
C -1.291 -2.907 3.606
N -1.293 -2.880 2.174
C -1.510 -3.958 1.299
O -2.120 -5.026 1.513
C -1.073 -3.692 -0.095
C -1.363 -4.633 -1.094
C -1.201 -4.235 -2.397
C -0.586 -2.977 -2.700
C -0.258 -2.179 -1.683
N -0.533 -2.514 -0.378
C -0.728 -1.684 4.168
C -0.506 -1.614 5.532
C -1.084 -2.632 6.322
Cl -0.870 -2.456 7.993
N -0.388 -0.697 3.246
C -0.093 0.631 3.538
O 0.587 1.065 4.491
C -0.658 1.563 2.550
C -0.222 2.932 2.572
C -0.695 3.796 1.588
C -1.464 3.256 0.532
C -1.704 1.910 0.477
N -1.194 1.087 1.444
H -2.382 -4.687 3.969
H -1.724 -5.585 -0.708
H -1.492 -4.943 -3.174
H -0.391 -2.683 -3.753
H 0.147 -1.170 -1.826
H -0.045 -0.728 5.972
H 0.446 3.233 3.380
H -0.516 4.866 1.596
H -1.840 3.913 -0.289
H -2.413 1.414 -0.198
C 3.432 0.346 -1.544
C 2.713 0.690 -2.835
As 1.108 1.808 -2.411
C 0.048 1.701 -4.116
C 0.607 1.759 -5.521
C 1.974 3.643 -2.585
C 1.214 4.801 -1.884
H 4.268 -0.315 -1.783
H 2.790 -0.173 -0.804
H 3.854 1.289 -1.086
H 2.371 -0.187 -3.378
H 3.357 1.202 -3.573
H -0.593 2.583 -3.957
H -0.528 0.773 -3.920
H 1.654 2.202 -5.613
H -0.014 2.361 -6.168
H 0.723 0.794 -5.926
H 2.034 3.702 -3.698
H 2.967 3.479 -2.153
H 0.151 4.736 -2.048
H 1.649 5.764 -2.176
H 1.377 4.712 -0.788
*
```

These are the Löwdin partial charges, in e, on atoms 1 to 4: Sc 1.337; Cl 0.675; C -0.655; C -0.030